[1]
Density functional theory data (ωB97M-V/def2-TZVPD) for C16H26O5 as an isolated structure at a distorted geometry.

Cartesian coordinates (Å):
C -5.3514 -1.1428 -1.5746
H -6.3273 -1.1982 -1.8030
O -5.0359 -0.8609 -0.3004
C -3.8515 -0.5521 0.0586
O -3.5937 0.5681 -0.6096
C -4.4786 1.6931 0.1143
H -5.5756 1.4503 0.0673
H -4.2716 1.9248 1.0164
H -4.1899 2.7128 -0.5604
C -2.7635 -1.5404 -0.3458
H -3.2544 -2.3023 -0.1755
H -2.6660 -1.2407 -1.4893
C -1.5030 -1.5366 0.3881
C -0.7787 0.0586 0.2749
H -1.4585 0.7742 0.4194
H -0.6695 0.0406 -0.7015
C 0.5687 -0.1192 1.0393
O 0.3163 0.0702 2.4690
H -0.0647 1.0202 2.5137
H 1.0570 -0.8437 0.9492
C 1.3826 1.1859 0.3743
C 0.7055 2.6744 0.8388
H 1.4935 3.4482 0.3430
H 0.6181 2.8265 1.9170
H -0.1264 2.8330 -0.0826
O 1.7300 0.9824 -0.9286
C 2.9831 0.9875 -1.3553
C 3.9747 0.3095 -0.8383
C 5.0826 0.4843 -0.1595
C 6.0611 -0.4766 0.3016
C 5.6804 -1.6636 0.1603
C 4.4146 -2.1779 -0.4442
C 3.6179 -1.1568 -0.8064
H 2.6085 -1.6073 -1.2642
H 4.1304 -3.2613 -0.3314
H 6.3841 -2.3179 0.6439
H 7.0064 -0.1315 0.4706
H 5.4407 1.5847 0.0181
H 2.9047 1.1355 -2.4279
H 3.1961 2.3148 -1.0021
H 2.4631 1.0487 1.1697
O -2.0093 -1.4283 2.0994
H -1.1965 -1.2784 2.4150
H -0.8973 -2.3200 0.2361
H -4.0521 -0.4097 1.1128
H -4.8348 -0.3739 -2.2478
H -4.8696 -2.1879 -1.9622

As for the energy relative to the best compared isomer or geometry (same formula, charge and spin): 1592.9 kJ/mol. The HOMO-LUMO gap comes out at 9.5 eV. The value obtained for the HOMO energy is -8.9 eV. The charge is 0.


[2]
Density functional theory data (ωB97M-V/def2-TZVPD) for C16H27AlIN2O2 as an isolated structure at a distorted geometry.

Cartesian coordinates (Å):
C -1.7096 -0.4662 -2.1070
C -0.3112 -0.6845 -2.8681
O 0.0490 -1.7718 -3.3387
O 0.5355 0.4420 -3.0486
C 0.9597 0.8306 -1.7003
C 2.5667 0.9636 -1.5681
C 3.1330 -0.0991 -0.4827
Al 3.5389 0.7615 1.3480
C 3.0503 -0.6743 2.7675
C 1.6374 -0.3472 3.4777
C 1.1806 -1.7308 4.1946
I 0.0687 0.1573 2.0523
H -1.6507 -1.1083 -1.1633
H -2.6070 -0.7115 -2.7495
H -1.7458 0.6280 -1.7744
H 0.4233 1.8184 -1.4692
H 0.6443 0.0926 -0.8950
H 2.9819 0.6989 -2.5950
H 2.7935 2.0416 -1.2667
H 2.3926 -0.9416 -0.2904
H 4.1319 -0.4899 -0.8769
H 2.7257 2.1045 1.6166
H 5.1354 0.9704 1.4801
H 3.0251 -1.6711 2.2048
H 3.8248 -0.7231 3.6125
H 1.7997 0.4849 4.2344
H 1.0518 -2.4924 3.3619
H 2.0677 -2.0562 4.8217
H 0.2309 -1.5435 4.7890
N -1.5333 4.4972 -0.5059
C -1.4393 5.8504 -0.3245
C -1.3033 6.4352 -1.5595
C -1.3216 5.3959 -2.5225
C -1.4673 4.2117 -1.8432
H -1.6353 3.8172 0.2297
H -1.4755 6.2792 0.6649
H -1.2030 7.4934 -1.7490
H -1.2378 5.5025 -3.5936
H -1.5282 3.1934 -2.1951
N -2.0905 -4.1206 -0.5265
C -2.0609 -4.0860 0.8418
C -3.0382 -4.9303 1.3083
C -3.6779 -5.4998 0.1787
C -3.0697 -4.9835 -0.9393
H -1.4847 -3.5935 -1.1357
H -1.3493 -3.4639 1.3638
H -3.2666 -5.1181 2.3466
H -4.4921 -6.2091 0.1833
H -3.2494 -5.1543 -1.9895

The HOMO-LUMO gap comes out at 7.3 eV. The value obtained for the HOMO energy is -4.9 eV. The charge is -1.


[3]
Density functional theory data (ωB97M-V/def2-TZVPD) for a 6-piece molecular cluster, C16H27BCl3FNO5 overall at a distorted geometry.

Cartesian coordinates (Å):
C 0.9443 -0.2165 2.2194
C 0.1161 1.0617 2.5171
B -1.2455 0.9024 1.7535
O -1.3689 1.1926 0.4156
C -2.5549 0.3423 2.4379
C -3.3327 -0.6828 1.6709
N -4.5937 -0.5184 1.8224
C -4.8385 0.6076 2.7873
C -3.6587 1.4604 2.3693
H 0.6146 -1.0219 2.8778
H 2.0132 -0.0588 2.3463
H 0.7658 -0.5724 1.2003
H 0.6651 1.9648 2.2372
H -0.0919 1.1072 3.5877
H -0.7372 1.8789 0.1528
H -2.4204 0.0670 3.4906
H -2.9154 -1.4403 1.0174
H -5.3044 -1.0640 1.3527
H -5.8246 1.0498 2.8684
H -4.5855 0.1834 3.7662
H -3.5470 2.3505 2.9878
H -3.7740 1.6546 1.2969
C -2.5446 1.5812 -4.8590
C -1.4519 1.3250 -5.5914
C -0.2603 0.6883 -5.0045
O 0.7396 0.4542 -5.6737
C -0.3340 0.3483 -3.5768
C -1.4261 0.6037 -2.8430
C -2.6169 1.2391 -3.4271
O -3.6202 1.4690 -2.7631
H -3.4259 2.0491 -5.2803
H -1.3906 1.5719 -6.6442
H 0.5402 -0.1192 -3.1421
H -1.4749 0.3551 -1.7908
C 1.9721 -3.4281 -2.8476
Cl 2.3948 -1.7617 -2.4724
Cl 2.1768 -4.4583 -1.4247
Cl 0.3294 -3.5366 -3.4709
H 2.6479 -3.7813 -3.6148
C 5.4032 -0.2320 -0.8390
C 5.5429 -0.7519 0.5824
C 6.7825 -1.6195 0.7392
O 4.3749 -1.4778 0.9599
H 5.2996 -1.0676 -1.5366
H 4.5088 0.3854 -0.9283
H 6.2671 0.3629 -1.1390
H 5.5979 0.0884 1.2769
H 6.7177 -2.4909 0.0812
H 6.8668 -1.9818 1.7637
H 7.6890 -1.0666 0.4884
H 4.2828 -2.2295 0.3630
O -4.5493 2.9526 4.6715
H -5.4894 3.1226 4.7775
F -5.8762 1.1577 5.9901

The HOMO-LUMO gap comes out at 1.5 eV. The value obtained for the HOMO energy is -1.5 eV. The charge is -1.


[4]
Density functional theory data (ωB97M-V/def2-TZVPD) for a 3-piece molecular cluster, C16H27BN3O6P overall at a distorted geometry.

Cartesian coordinates (Å):
C -0.6399 -0.1669 -1.1625
C -0.5704 0.4992 -2.1405
C -0.3436 1.1630 -3.4430
C -0.7193 2.6009 -3.3374
N -0.9384 3.7238 -3.4245
C -1.2419 0.4127 -4.4947
C -1.0870 -1.0499 -4.2417
N -1.1513 -2.1906 -4.3593
B -2.8088 0.8121 -4.3717
O -3.5372 0.7433 -5.5702
N -3.4530 1.1820 -3.1373
C -4.6236 2.0494 -3.3918
C -3.9543 -0.0059 -2.3919
P 1.5006 1.0767 -3.8047
O 2.1694 0.6357 -2.5767
O 1.8449 0.0767 -5.0004
O 2.1066 2.5266 -4.1790
H -0.8383 -1.0007 -0.5263
H -0.9306 0.6437 -5.5198
H -3.5302 -0.1958 -5.7997
H -5.3879 1.5233 -3.9845
H -5.1020 2.3328 -2.4472
H -4.3309 2.9804 -3.8865
H -3.2151 -0.3606 -1.6678
H -4.8581 0.2507 -1.8363
H -4.1817 -0.8262 -3.0925
H 2.2215 -0.7098 -4.5805
H 1.9962 3.0488 -3.3708
C -0.2955 0.5972 4.4870
C 0.5181 1.4617 3.5377
C 0.4934 0.6372 2.2613
O -0.7493 -0.0848 2.2612
C -1.3527 0.0241 3.5574
H -0.7205 1.1457 5.3267
H 0.3295 -0.2066 4.8857
H 0.0101 2.4161 3.3770
H 1.5282 1.6689 3.8897
H 1.3084 -0.0953 2.2437
H 0.5598 1.2516 1.3626
H -2.2145 0.6952 3.4739
H -1.7065 -0.9569 3.8774
C 3.3414 -3.1907 3.5531
C 4.4440 -2.1594 3.3589
C 3.9847 -1.0382 4.2767
O 3.2691 -1.6534 5.3531
C 3.0163 -3.0252 5.0295
H 3.6386 -4.2064 3.2950
H 2.4721 -2.9246 2.9458
H 5.3973 -2.5635 3.7090
H 4.5699 -1.8386 2.3255
H 3.2983 -0.3581 3.7591
H 4.8155 -0.4552 4.6764
H 3.6694 -3.6463 5.6520
H 1.9793 -3.2700 5.2634

The SMILES is C#C[C@](C#N)([C@@H](C#N)B(O)N(C)C)P(=O)(O)O.C1CCOC1.C1CCOC1. The HOMO-LUMO gap comes out at 9.7 eV. The value obtained for the HOMO energy is -9.5 eV. The charge is 0.


- Which formula does entry 3 have?
  C16H27BCl3FNO5